No. 1
The following is a quantum chemistry calculation of the molecule C5H11NO2, from OMol25.

Summary:
Gap between HOMO and LUMO (eV): 9.7
Charge: 0
Structure (SMILES): CNCCCC(=O)O
HOMO level (eV): -8.95

Bonds (Å) are listed after each position.
Geometry (Å):
1 C 0.2193 -2.3377 0.8154  N2 1.478, H9 1.096, H10 1.091, H11 1.092
2 N -0.3736 -0.9901 0.9517  C1 1.478, C3 1.446, H12 1.001
3 C 0.6709 0.0077 1.0235  N2 1.446, C4 1.533, H13 1.091, H14 1.102
4 C 0.1017 1.4010 0.7349  C3 1.533, C5 1.555, H15 1.084, H16 1.094
5 C 0.1695 1.7136 -0.7871  C4 1.555, C6 1.483, H17 1.095, H18 1.092
6 C -0.3714 0.6724 -1.6944  C5 1.483, O7 1.195, O8 1.363
7 O 0.2285 -0.1195 -2.3591  C6 1.195
8 O -1.7271 0.5854 -1.5891  C6 1.363, H19 0.966
9 H 0.5921 -2.8191 1.7263  C1 1.096
10 H -0.5944 -3.0164 0.5561  C1 1.091
11 H 1.0318 -2.3059 0.0865  C1 1.092
12 H -0.9728 -0.9252 0.1525  N2 1.001
13 H 1.5968 -0.1661 0.4740  C3 1.091
14 H 1.0718 0.0061 2.0505  C3 1.102
15 H 0.5344 2.2691 1.2178  C4 1.084
16 H -0.9507 1.3150 1.0228  C4 1.094
17 H -0.3156 2.6626 -1.0377  C5 1.095
18 H 1.2138 1.9382 -1.0156  C5 1.092
19 H -2.1249 0.1090 -2.3289  O8 0.966

=====

No. 2
The following is a quantum chemistry calculation of the molecule C5H11NO2, from OMol25.

Summary:
Gap between HOMO and LUMO (spin up / spin down) (eV): 8.0 / 7.5
Charge: 0
HOMO level (spin up / spin down) (eV): -8.74 / -8.26

Bonds (Å) are listed after each position.
Geometry (Å):
1 C -1.4136 0.1084 -0.4061  C2 1.532, C3 1.520, H6 1.094, H7 1.090
2 C -2.6845 -0.3703 0.3026  C1 1.532, H8 1.089, H9 1.092, H10 1.093
3 C -0.2146 0.0087 0.5221  C1 1.520, O4 1.328, H5 1.091, C12 1.876
4 O 0.2202 -1.2134 0.8061  C3 1.328, H15 1.109
5 H -0.3290 0.6197 1.4190  C3 1.091
6 H -1.5343 1.1487 -0.7228  C1 1.094
7 H -1.2207 -0.4861 -1.2991  C1 1.090
8 H -2.5808 -1.4080 0.6175  C2 1.089
9 H -3.5432 -0.2981 -0.3681  C2 1.092
10 H -2.8988 0.2338 1.1876  C2 1.093
11 N 1.7545 -1.3532 -1.1136  O14 1.336, H16 1.034
12 C 1.2069 0.9047 -0.3124  C3 1.876, C13 1.367, O14 1.549, H17 1.085
13 C 2.2744 1.0524 0.5279  C12 1.367, H18 1.082, H19 1.080
14 O 1.2748 -0.1510 -1.4438  N11 1.336, C12 1.549
15 H 0.8462 -1.6081 -0.0200  O4 1.109
16 H 2.7150 -1.2065 -0.7594  N11 1.034
17 H 0.7852 1.7906 -0.7746  C12 1.085
18 H 2.7724 0.1960 0.9635  C13 1.082
19 H 2.5700 2.0316 0.8737  C13 1.080

=====

No. 3
The following is a quantum chemistry calculation of the molecule C5H11NO2, from OMol25.

Summary:
Gap between HOMO and LUMO (eV): 8.8
Charge: 0
Structure (SMILES): CN[C@H]1[C@H](O)[C@H]1CO
HOMO level (eV): -8.06

Bonds (Å) are listed after each position.
Geometry (Å):
1 C 2.1401 -0.8147 0.6503  N2 1.508, H9 1.110, H10 1.122, H11 1.119
2 N 1.2894 0.1550 -0.1301  C1 1.508, C3 1.413, H12 0.985
3 C 0.2542 0.8210 0.5638  N2 1.413, C4 1.533, C6 1.490, H13 1.087
4 C -0.7255 1.5334 -0.3765  C3 1.533, O5 1.406, C6 1.497, H14 1.088
5 O -1.5084 2.6307 0.0242  C4 1.406, H15 0.946
6 C -1.1142 0.2761 0.3378  C3 1.490, C4 1.497, C7 1.519, H16 1.101
7 C -1.2994 -1.0933 -0.2935  C6 1.519, O8 1.452, H17 1.133, H18 1.137
8 O -0.6422 -1.1967 -1.5843  C7 1.452, H19 0.966
9 H 2.6675 -0.3857 1.5273  C1 1.110
10 H 1.7331 -1.8022 0.9942  C1 1.122
11 H 2.9942 -1.0586 -0.0300  C1 1.119
12 H 0.9102 -0.3052 -0.9136  N2 0.985
13 H 0.5712 1.3187 1.4772  C3 1.087
14 H -0.4717 1.5033 -1.4338  C4 1.088
15 H -0.9209 3.3716 0.0202  O5 0.946
16 H -1.8573 0.4496 1.1317  C6 1.101
17 H -2.3886 -1.3289 -0.4996  C7 1.133
18 H -0.8371 -1.9418 0.3066  C7 1.137
19 H -0.7946 -2.1322 -1.7719  O8 0.966

=====

No. 4
The following is a quantum chemistry calculation of the molecule C5H11NO2, from OMol25.

Summary:
Gap between HOMO and LUMO (eV): 10.2
Charge: 0
Structure (SMILES): NC(=O)CCCCO
HOMO level (eV): -9.52

Bonds (Å) are listed after each position.
Geometry (Å):
1 N 2.0366 1.3673 1.2522  C2 1.412, H9 0.993, H10 1.029
2 C 0.8473 1.3059 2.0104  N1 1.412, O3 1.185, C4 1.522
3 O 1.1079 1.2803 3.1658  C2 1.185
4 C -0.4088 0.9968 1.2076  C2 1.522, C5 1.556, H11 1.142, H12 1.072
5 C -0.2977 -0.3084 0.3688  C4 1.556, C6 1.549, H13 1.137, H14 1.045
6 C -1.0880 -0.1115 -0.9491  C5 1.549, C7 1.604, H15 1.076, H16 1.112
7 C -0.9518 -1.5429 -1.6592  C6 1.604, O8 1.434, H17 1.088, H18 1.136
8 O 0.4049 -1.7746 -2.0609  C7 1.434, H19 1.028
9 H 2.1147 1.4582 0.2662  N1 0.993
10 H 2.8339 1.4662 1.8947  N1 1.029
11 H -0.6839 1.9498 0.6424  C4 1.142
12 H -1.1771 0.6469 1.8684  C4 1.072
13 H 0.6974 -0.4155 -0.1706  C5 1.137
14 H -0.4252 -1.1400 0.9879  C5 1.045
15 H -0.6909 0.7199 -1.5043  C6 1.076
16 H -2.0648 0.3165 -0.6345  C6 1.112
17 H -1.4672 -1.5937 -2.6163  C7 1.088
18 H -1.3528 -2.4346 -1.0804  C7 1.136
19 H 0.5654 -2.1866 -2.9892  O8 1.028

=====

No. 5
The following is a quantum chemistry calculation of a 2-piece molecular cluster, C5H11NO2 overall, from OMol25.

Summary:
Gap between HOMO and LUMO (eV): 9.7
Charge: 0
Structure (SMILES): O=C[C@@H]1CCCN1.O
HOMO level (eV): -9.10

Bonds (Å) are listed after each position.
Geometry (Å):
1 O -1.6442 0.5035 -2.5138  C2 1.200
2 C -1.1779 -0.1503 -1.6226  O1 1.200, C3 1.521, H8 1.104
3 C -0.9351 0.3481 -0.2068  C2 1.521, C4 1.514, N7 1.446, H9 1.095
4 C 0.5166 0.1423 0.1702  C3 1.514, C5 1.577, H10 1.085, H11 1.090
5 C 0.4798 -0.3080 1.6810  C4 1.577, C6 1.520, H12 1.091, H13 1.090
6 C -0.9815 -0.5940 1.9867  C5 1.520, N7 1.501, H14 1.087, H15 1.088
7 N -1.7820 -0.3390 0.7429  C3 1.446, C6 1.501, H16 1.002
8 H -0.9124 -1.2161 -1.7289  C2 1.104
9 H -1.1695 1.4172 -0.1893  C3 1.095
10 H 0.9942 -0.6476 -0.3993  C4 1.085
11 H 1.1332 1.0374 0.2477  C4 1.090
12 H 1.2372 -1.0931 1.7059  C5 1.091
13 H 0.8214 0.3964 2.4401  C5 1.090
14 H -1.3576 0.1267 2.7076  C6 1.087
15 H -1.2175 -1.6143 2.2822  C6 1.088
16 H -2.6045 0.1391 1.0580  N7 1.002
17 O 4.0955 0.1849 -0.4459  H18 0.967, H19 0.965
18 H 3.2478 0.4901 -0.0958  O17 0.967
19 H 4.2514 0.8913 -1.0849  O17 0.965

=====

No. 6
The following is a quantum chemistry calculation of a 2-piece molecular cluster, C5H11NO2 overall, from OMol25.

Summary:
Gap between HOMO and LUMO (eV): 9.3
Charge: 0
Structure (SMILES): C/C=C/O.CNC=O
HOMO level (eV): -8.76

Bonds (Å) are listed after each position.
Geometry (Å):
1 C 2.0866 -0.5788 1.5659  C2 1.509, H5 1.114, H6 1.109, H7 1.084
2 C 2.1658 -1.3142 0.2509  C1 1.509, C3 1.336, H8 1.151
3 C 1.1546 -1.3177 -0.6216  C2 1.336, O4 1.410, H9 1.106
4 O 1.1517 -2.0125 -1.8490  C3 1.410, H10 0.986
5 H 3.1089 -0.2299 1.8369  C1 1.114
6 H 1.4911 0.3460 1.4201  C1 1.109
7 H 1.7007 -1.2559 2.3189  C1 1.084
8 H 3.0176 -2.0874 0.2060  C2 1.151
9 H 0.1892 -0.8368 -0.3772  C3 1.106
10 H 0.2205 -2.1204 -2.1537  O4 0.986
11 C -2.2269 0.0694 -0.4916  N12 1.485, H15 1.093, H16 1.094, H17 1.096
12 N -1.1742 1.1168 -0.5269  C11 1.485, C13 1.382, H18 1.024
13 C -1.0913 2.0918 0.4490  N12 1.382, O14 1.211, H19 1.096
14 O -1.8549 2.1564 1.3872  C13 1.211
15 H -2.0734 -0.5737 0.3786  C11 1.093
16 H -2.1491 -0.4817 -1.4330  C11 1.094
17 H -3.2232 0.5191 -0.5709  C11 1.096
18 H -0.7664 1.3364 -1.4402  N12 1.024
19 H -0.2031 2.7113 0.2826  C13 1.096

=====

No. 7
The following is a quantum chemistry calculation of a 2-piece molecular cluster, C5H11NO2 overall, from OMol25.

Summary:
Gap between HOMO and LUMO (spin up / spin down) (eV): 8.5 / 8.5
Charge: 0
Structure (SMILES): C=C(C)N=O.COC
HOMO level (spin up / spin down) (eV): -9.29 / -9.29

Bonds (Å) are listed after each position.
Geometry (Å):
1 C -1.5099 -0.8892 -1.8612  C2 1.343, H6 1.087, H7 1.085
2 C -0.4454 -1.3541 -1.1871  C1 1.343, C3 1.505, N4 1.341
3 C -0.6240 -2.0108 0.1556  C2 1.505, H8 1.096, H9 1.095, H10 1.096
4 N 0.8063 -1.2906 -1.6629  C2 1.341, O5 1.236
5 O 1.0669 -0.3082 -2.3669  N4 1.236
6 H -1.4092 -0.4212 -2.8369  C1 1.087
7 H -2.5144 -0.9754 -1.4608  C1 1.085
8 H -1.4767 -1.5850 0.6972  C3 1.096
9 H -0.7953 -3.0854 0.0342  C3 1.095
10 H 0.2561 -1.8752 0.7947  C3 1.096
11 C 1.8643 1.2213 1.2286  O12 1.420, H14 1.094, H15 1.093, H16 1.094
12 O 0.9834 1.9918 0.4240  C11 1.420, C13 1.419
13 C -0.3633 1.8895 0.8595  O12 1.419, H17 1.094, H18 1.093, H19 1.093
14 H 1.7689 0.1614 0.9766  C11 1.094
15 H 2.8896 1.5361 1.0177  C11 1.093
16 H 1.6611 1.3709 2.2935  C11 1.094
17 H -0.5045 2.4924 1.7611  C13 1.094
18 H -0.6409 0.8513 1.0613  C13 1.093
19 H -1.0131 2.2804 0.0720  C13 1.093

=====

No. 8
The following is a quantum chemistry calculation of an isolated ion of composition C5H11NO2 and charge +1, from OMol25.

Summary:
Gap between HOMO and LUMO (spin up / spin down) (eV): 12.4 / 6.8
Charge: +1
Multiplicity: 2
HOMO level (spin up / spin down) (eV): -15.29 / -15.25

Bonds (Å) are listed after each position.
Geometry (Å):
1 C -0.9068 -0.8087 2.1123  C2 1.494, H9 1.072, H10 1.073, H11 1.122
2 C 0.2772 -0.1480 1.4838  C1 1.494, N3 1.512, H12 1.010, H13 1.076
3 N -0.1013 0.2816 0.0840  C2 1.512, C4 1.430, C5 1.493
4 C -0.1164 1.7111 0.0492  N3 1.430, H14 1.120, H15 1.102, H16 1.127
5 C 0.8087 -0.3045 -0.9440  N3 1.493, C6 1.474, H17 1.049, H18 1.123
6 C 0.0796 -0.2821 -2.2243  C5 1.474, O7 1.434, O8 1.170
7 O 0.1293 -1.6071 -2.7692  C6 1.434, H19 0.986
8 O -0.4467 0.6139 -2.7616  C6 1.170
9 H -1.6454 -0.0949 2.4207  C1 1.072
10 H -0.6213 -1.4548 2.9203  C1 1.073
11 H -1.3842 -1.5579 1.4277  C1 1.122
12 H 1.0310 -0.8181 1.5396  C2 1.010
13 H 0.7437 0.6733 1.9997  C2 1.076
14 H -0.8096 2.1010 -0.7391  C4 1.120
15 H 0.8586 2.2139 -0.0547  C4 1.102
16 H -0.4477 2.2365 0.9896  C4 1.127
17 H 0.9262 -1.3078 -0.6612  C5 1.049
18 H 1.8149 0.1405 -1.1710  C5 1.123
19 H -0.1899 -1.5877 -3.7019  O7 0.986

=====

Electronic energy (a.u.)
-402.341403, -402.130292, -402.265215, -402.295650, -402.304844, -402.301869, -402.195675, -401.990195
ΔE to the lowest compared entry with this formula, charge and spin (kJ/mol)
96.5, 650.7, 296.5, 216.6, 192.4, 200.3, 479.1, 170.4